(1)
{
  "formula": "C18H17N7O4S",
  "method": "ωB97M-V/def2-TZVPD",
  "e_homo_ev": -7.92,
  "smiles": "CCn1c(Cn2nc(Cc3ccc([N+](=O)[O-])cc3)c3onc(C)c3c2=O)n[nH]c1=S",
  "lumo_ev": -1.1,
  "charge": 0,
  "spin_multiplicity": 1,
  "e_tot_ha": -1778.4249,
  "species": ["C", "C", "N", "C", "C", "N", "N", "C", "C", "C", "C", "C", "C", "N", "O", "O", "C", "C", "C", "O", "N", "C", "C", "C", "C", "O", "N", "N", "C", "S", "H", "H", "H", "H", "H", "H", "H", "H", "H", "H", "H", "H", "H", "H", "H", "H", "H"],
  "coordinates": [[-0.54312, -1.97632, -0.29752], [0.07865, -1.49269, -1.62628], [-0.96730, -1.21350, -2.59618], [-1.54197, -0.02968, -2.98989], [-1.23492, 1.33166, -2.44447], [-1.05868, 1.46643, -0.99956], [0.20861, 1.79023, -0.57716], [0.39513, 2.00897, 0.71746], [1.77710, 2.23938, 1.17965], [2.50871, 0.90540, 1.25313], [3.12518, 0.40713, 0.09283], [3.75846, -0.82424, 0.12425], [3.80423, -1.60007, 1.28057], [4.46355, -2.83987, 1.25961], [4.72632, -3.33570, 2.36964], [4.69341, -3.37228, 0.15975], [3.13780, -1.09994, 2.41726], [2.52869, 0.14258, 2.41914], [-0.74749, 1.94200, 1.66404], [-0.79710, 2.15020, 3.02858], [-2.18084, 2.02960, 3.35825], [-2.88696, 1.73109, 2.30244], [-4.40970, 1.62270, 2.34208], [-1.97988, 1.63210, 1.20701], [-2.18809, 1.38725, -0.17932], [-3.31419, 1.21489, -0.60199], [-2.40020, -0.16521, -3.99876], [-2.43929, -1.48394, -4.21018], [-1.57186, -2.17548, -3.41325], [-1.22792, -3.79017, -3.67603], [-1.18366, -2.84533, -0.56054], [0.23846, -2.36232, 0.35464], [-1.14475, -1.18867, 0.16014], [0.68598, -2.30711, -2.03806], [0.77156, -0.66255, -1.46970], [-0.31483, 1.68159, -2.91522], [-1.99107, 2.03477, -2.76899], [1.70956, 2.71570, 2.15600], [2.33374, 2.90479, 0.52515], [3.12175, 0.89114, -0.86912], [4.17557, -1.16071, -0.83309], [3.19293, -1.72083, 3.29544], [2.07046, 0.57878, 3.33662], [-4.87385, 2.05913, 1.43773], [-4.80451, 2.12509, 3.23673], [-4.75715, 0.58749, 2.35988], [-2.94649, -1.93351, -4.97271]],
  "atomic_forces_ev_per_a": [[-0.1100, -0.5717, -1.0852], [0.1258, -0.7961, 0.7830], [-1.3380, -0.2063, -1.4949], [-1.2291, 0.6796, -0.9798], [0.6477, 0.3422, -0.2587], [0.3988, -0.1440, 0.3130], [-0.9033, -0.0120, 1.9934], [-1.5600, -0.3211, -1.0416], [0.7398, -0.1844, 0.5690], [0.1820, 0.2360, -0.5652], [-0.1078, -0.5911, 0.8944], [0.1780, -0.2718, -0.9308], [-1.7061, 2.9627, -0.3296], [0.8392, -2.7229, 0.4080], [-0.1223, 0.4062, -1.7211], [-0.1500, 0.8003, 1.8053], [1.0149, -0.8764, -0.0485], [-0.2746, 0.5162, 0.2312], [0.8577, -0.2442, 0.1796], [-0.9608, -0.2669, -2.1651], [-0.0751, 0.1222, 0.7809], [0.1905, 0.1956, 0.4162], [0.2396, 0.2608, -0.0830], [0.7564, 0.1769, -0.2418], [-0.8042, 0.4331, -0.3369], [-0.0530, -0.4298, -1.0024], [0.9249, 1.0077, 1.9749], [0.9279, -1.0467, 0.6759], [0.3881, -0.4916, -0.9205], [0.1106, 0.1861, 0.6877], [0.1833, 0.5640, 0.3206], [-0.0051, 0.2795, 0.2134], [0.1228, -0.1570, 0.1673], [-0.2354, 0.0704, -0.0939], [-0.4617, 0.2840, -0.2738], [0.1808, -0.0134, 0.3133], [-0.4409, -0.1735, -0.0908], [0.2505, -0.0419, 0.1569], [-0.1813, 0.0830, -0.1789], [-0.2017, 0.5339, 0.0775], [0.0656, -0.1713, 0.7030], [-0.1640, 0.0554, 0.2780], [0.3647, -0.6655, -0.7501], [0.5253, -0.0721, 0.4413], [0.2843, -0.1462, -0.2863], [0.3165, -0.0283, 0.0402], [0.2688, 0.4505, 0.4548]]
}

---

(2)
{
  "formula": "C2H4N2OS2",
  "method": "ωB97M-V/def2-TZVPD",
  "e_homo_ev": -8.58,
  "smiles": "O=CSN/C=N/S",
  "lumo_ev": 0.1,
  "charge": 0,
  "e_above_lowest_kcal_mol": 79.9,
  "spin_multiplicity": 1,
  "e_tot_ha": -1059.6159,
  "species": ["O", "C", "S", "N", "C", "N", "S", "H", "H", "H", "H"],
  "coordinates": [[-3.25632, -1.27303, 0.07520], [-2.42428, -0.58512, 0.66879], [-1.61825, 0.48295, -0.62749], [-0.35720, 1.28409, 0.30850], [0.97816, 0.83131, 0.26566], [1.46122, -0.28405, -0.15883], [3.20228, -0.47995, 0.02814], [-1.83810, -0.60058, 1.54539], [-0.92605, 2.16522, 0.77428], [1.36133, 1.60865, 0.97262], [3.05742, -1.51438, -0.95866]],
  "atomic_forces_ev_per_a": [[1.0541, 0.9911, 3.2980], [-0.7572, -0.6977, -6.7170], [0.6067, 0.1105, 1.9172], [-3.9839, 0.3659, -0.9723], [-0.6375, 1.1747, 2.5634], [-0.5800, 2.2452, 0.3898], [-1.6429, -1.6804, -1.8140], [-0.0680, -0.3798, 1.9330], [3.5761, -2.7566, -1.2850], [1.5431, -0.7359, -0.8006], [0.8896, 1.3630, 1.4874]]
}